{"formula": "C9H8O2", "method": "the ωB97M-V functional and the def2-TZVPD basis", "symbols": ["C", "C", "C", "C", "C", "C", "C", "C", "O", "C", "O", "H", "H", "H", "H", "H", "H", "H", "H"], "coordinates": [[1.5307, 1.9029, -0.2967], [1.4017, 0.3735, -0.0434], [0.0055, -0.1327, 0.0875], [-0.2710, -1.4751, -0.3754], [-1.5772, -1.8873, -0.5475], [-2.5728, -1.0902, 0.0219], [-2.2870, 0.1233, 0.5863], [-0.9925, 0.6520, 0.5231], [2.2808, -0.3984, -0.8550], [2.7069, -0.2043, 0.4152], [3.6930, -0.6055, 0.9544], [2.1138, 2.3801, 0.5581], [0.5556, 2.3536, -0.2735], [2.1036, 2.0207, -1.1743], [0.4451, -2.0425, -0.8155], [-1.7598, -2.8183, -1.1181], [-3.5520, -1.5866, 0.3872], [-3.0351, 0.7702, 1.0999], [-0.7893, 1.6645, 0.8657]], "forces_ev_per_a": [[0.379, -0.647, 2.717], [0.295, 2.242, 1.415], [1.594, -2.811, -0.776], [-2.158, 2.983, 0.197], [0.636, -0.118, 0.097], [-2.334, -1.645, 1.842], [-0.231, 1.484, 0.489], [-1.185, 0.758, 0.618], [0.997, -0.549, -0.863], [-0.268, -1.714, -1.158], [-0.937, 0.892, 0.442], [-0.653, -0.598, -1.053], [-0.123, 0.409, -0.645], [0.313, 0.419, -1.204], [2.407, -1.459, -0.914], [-0.152, 0.577, 0.784], [1.288, 0.995, -1.500], [0.353, -0.944, -0.544], [-0.220, -0.275, 0.056]], "mulliken_charge": [-1.391, 1.456, 0.380, -0.618, -0.476, -0.380, -0.512, -0.384, -0.497, 0.156, -0.532, 0.326, 0.359, 0.392, 0.494, 0.357, 0.250, 0.315, 0.307], "e_above_lowest_kj_mol": 214.1, "e_tot_ha": -498.154277, "total_charge": 0, "largest_force_ev_per_a": 3.687, "smiles": "C[C@@]1(c2ccccc2)OC1=O", "gap_ev": 10.0}

{"formula": "C9H8O3", "method": "the ωB97M-V functional and the def2-TZVPD basis", "symbols": ["C", "C", "C", "C", "O", "O", "C", "C", "C", "C", "C", "O", "H", "H", "H", "H", "H", "H", "H", "H"], "coordinates": [[0.4175, -1.0908, 2.3153], [0.1032, 0.0100, 1.4039], [-0.3692, -0.1703, 0.0605], [-0.7655, -1.4322, -0.5763], [-1.0039, -1.5967, -1.7235], [-0.8504, -2.5019, 0.2810], [-0.2794, 1.1182, -0.6869], [0.2227, 2.0852, 0.2850], [0.4094, 1.3879, 1.4339], [-0.9719, 1.4502, -2.1611], [0.2754, 1.0747, -2.1361], [1.4703, 0.6208, -2.3950], [1.1831, -1.7444, 1.7930], [-0.4549, -1.8871, 2.3817], [0.8133, -0.7551, 3.3702], [-1.0104, -3.2704, -0.3093], [0.3681, 3.0741, 0.2390], [0.7678, 1.7775, 2.3189], [-1.8611, 1.7731, -2.5907], [1.5359, 0.0771, -3.3034]], "forces_ev_per_a": [[0.012, -2.263, 1.859], [-1.375, -0.463, -4.810], [0.028, -0.252, 1.471], [0.468, 0.336, 2.312], [-0.373, -0.169, -2.520], [0.085, -0.331, -0.457], [-0.495, 0.059, -1.729], [-0.931, -4.159, 0.710], [0.152, 0.347, 0.205], [3.761, -0.969, 1.907], [-2.288, 0.208, 2.182], [1.073, -1.936, -3.842], [-0.435, 0.864, 0.862], [1.572, 2.040, 0.340], [-0.858, -0.698, -2.101], [-0.028, 0.539, 0.424], [0.495, 3.459, -0.733], [0.811, 1.217, 1.716], [-1.219, 0.241, -0.544], [-0.455, 1.933, 2.748]], "mulliken_charge": [-1.055, 0.443, -0.203, 0.816, -0.576, -0.440, 0.894, -1.172, -0.689, -0.667, 0.203, -0.533, 0.261, 0.237, 0.287, 0.309, 0.604, 0.522, 0.378, 0.381], "e_above_lowest_kj_mol": 381.0, "e_tot_ha": -573.321312, "total_charge": 0, "largest_force_ev_per_a": 5.024, "smiles": "CC1=C(C(=O)O)[C@]2(C=C1)C=C2O", "gap_ev": 8.4}